{"formula": "C32H67BClN3O13", "method": "wB97M-V/def2-TZVPD", "species": ["C", "C", "C", "O", "C", "C", "C", "C", "O", "Cl", "C", "C", "C", "O", "O", "C", "C", "C", "C", "N", "O", "C", "O", "C", "C", "C", "O", "O", "C", "C", "O", "C", "C", "B", "O", "O", "C", "C", "H", "H", "H", "H", "H", "H", "H", "H", "H", "H", "H", "H", "H", "H", "H", "H", "H", "H", "H", "H", "H", "H", "H", "H", "H", "H", "H", "H", "H", "H", "H", "H", "H", "H", "H", "H", "H", "H", "H", "H", "H", "H", "H", "H", "H", "C", "C", "C", "O", "C", "N", "H", "H", "H", "H", "H", "H", "H", "H", "H", "H", "H", "C", "C", "C", "O", "C", "N", "H", "H", "H", "H", "H", "H", "H", "H", "H", "H", "H"], "xyz": [[-5.94345, -1.91219, 0.58502], [-5.98393, -0.74776, 1.72120], [-4.67555, -0.73686, 2.64874], [-3.58493, 0.04655, 2.10641], [-2.30838, -0.41783, 2.58246], [-1.06616, -0.08040, 1.62655], [0.09152, -1.14848, 1.95314], [0.69704, -1.06096, 3.41852], [0.07679, -1.15358, 4.48275], [2.53653, -0.84434, 3.51160], [-0.49386, 1.35386, 2.16479], [0.86305, 1.81269, 1.44318], [1.93203, 2.49205, 2.47225], [0.51891, 2.88869, 0.50353], [-1.35460, 0.13081, 0.24835], [-2.00390, -0.95855, -0.40987], [-2.73505, -0.30501, -1.70615], [-4.08642, 0.50223, -1.28225], [-3.84658, 2.07352, -1.13553], [-4.50007, 2.73690, 0.03667], [-3.19312, 2.78877, -1.92590], [-1.04626, -2.10287, -0.99164], [-1.81289, -3.15486, -1.68554], [-2.02423, -4.27315, -0.82279], [-0.75042, -5.29361, -0.76412], [-0.95501, -6.40649, -1.88038], [-1.71914, -7.37412, -1.59728], [-2.48108, -3.93719, 0.50251], [-3.10053, -5.05897, 1.17125], [-2.44780, -5.11933, 2.65828], [-1.62786, -6.30078, 2.85683], [-0.76272, -6.03764, 4.00095], [0.75425, -5.67772, 3.55191], [0.03257, -1.55643, -2.11986], [0.43900, -0.17075, -2.15960], [0.59654, -2.45298, -3.12275], [1.80770, -3.00985, -2.50756], [3.15272, -2.43959, -3.16334], [-6.01647, -2.92985, 1.09989], [-6.79679, -1.74003, -0.17131], [-4.98120, -1.88977, -0.02984], [-6.88522, -0.99160, 2.37270], [-6.17570, 0.27770, 1.23365], [-4.40187, -1.83820, 2.83295], [-5.01953, -0.33086, 3.67562], [-2.29474, -1.56281, 2.75312], [-2.11425, 0.03074, 3.62875], [0.88329, -1.09411, 1.12150], [-0.38221, -2.19665, 1.85666], [-1.29913, 2.11440, 1.83656], [-0.47145, 1.40917, 3.30511], [1.35130, 1.00596, 0.79365], [2.34728, 3.47697, 2.04051], [2.81805, 1.78168, 2.55256], [1.42848, 2.69309, 3.48009], [0.31368, 3.70633, 1.02357], [-2.84037, -1.47668, 0.16196], [-2.07112, 0.49581, -2.20567], [-3.06944, -1.08373, -2.46320], [-4.41524, 0.11005, -0.26776], [-4.89821, 0.30025, -2.07583], [-4.65932, 3.72091, -0.24131], [-3.78999, 2.67819, 0.78758], [-0.41543, -2.65152, -0.21408], [-2.86894, -4.89652, -1.30623], [-0.59225, -5.71662, 0.29385], [0.16033, -4.64773, -1.02160], [-0.47643, -6.36215, -2.91969], [-2.98093, -6.05942, 0.63972], [-4.21289, -4.83598, 1.34675], [-3.24917, -5.01945, 3.47282], [-1.74537, -4.21087, 2.75287], [-1.13088, -5.13329, 4.61719], [-0.74012, -6.94148, 4.70973], [1.22043, -4.86553, 4.22016], [1.36588, -6.63389, 3.72143], [0.81545, -5.32171, 2.46854], [1.03154, -0.02329, -1.38811], [1.78485, -2.73352, -1.38730], [1.78277, -4.15746, -2.54022], [3.20971, -1.31630, -2.91419], [3.09413, -2.63178, -4.28587], [4.07817, -2.98435, -2.76708], [-0.75332, 7.66097, 1.41316], [-0.28053, 6.86616, 2.62665], [0.88039, 7.53513, 3.38889], [2.14892, 7.40421, 2.75619], [2.39397, 8.34884, 1.72717], [0.06961, 5.50574, 2.19689], [-0.07125, 7.58031, 0.56494], [-1.72570, 7.29277, 1.07423], [-0.86916, 8.72017, 1.65958], [-1.12802, 6.79819, 3.31713], [0.98261, 7.03231, 4.35630], [0.66363, 8.58786, 3.60867], [1.94485, 9.32152, 1.94419], [2.03275, 7.96680, 0.76998], [3.47505, 8.47736, 1.63883], [0.29342, 4.95010, 3.02143], [0.95976, 5.56695, 1.69927], [7.00907, 2.07376, -6.36291], [5.82324, 2.15359, -5.40618], [5.83623, 1.06359, -4.31543], [5.43682, -0.22562, -4.76984], [6.46349, -0.96899, -5.40411], [4.57979, 2.12220, -6.18728], [6.91159, 1.26358, -7.08784], [7.09788, 3.00185, -6.93453], [7.94560, 1.93236, -5.81557], [5.88283, 3.12277, -4.89923], [5.10448, 1.34391, -3.55050], [6.80867, 1.01170, -3.80933], [7.44437, -0.78156, -4.95924], [6.48165, -0.75079, -6.47406], [6.22842, -2.03020, -5.29300], [3.79401, 2.27155, -5.55666], [4.44953, 1.16302, -6.51031]], "lowdin_charge": [-0.114, -0.205, -0.210, -0.163, -0.132, -0.370, -0.082, -0.649, 0.018, 0.593, -0.053, -0.335, -0.065, -0.109, -0.028, -0.225, -0.072, -0.080, -0.396, 0.078, 0.033, -0.125, -0.059, -0.322, -0.033, -0.169, -0.015, -0.147, -0.124, -0.170, -0.191, -0.250, -0.082, -0.432, 0.116, -0.004, -0.243, -0.071, 0.069, 0.086, 0.052, 0.106, 0.110, 0.123, 0.132, 0.126, 0.142, 0.120, 0.123, 0.142, 0.120, 0.132, 0.085, 0.039, 0.080, 0.041, 0.137, 0.131, 0.129, 0.063, 0.136, 0.080, 0.076, 0.129, 0.170, 0.128, 0.096, 0.138, 0.139, 0.125, 0.133, 0.115, 0.116, 0.126, 0.076, 0.075, 0.068, 0.102, 0.118, 0.122, 0.088, 0.091, 0.086, -0.067, -0.416, -0.200, -0.191, -0.105, 0.041, 0.067, 0.079, 0.080, 0.137, 0.121, 0.120, 0.091, 0.075, 0.088, 0.072, 0.074, -0.076, -0.431, -0.203, -0.206, -0.106, 0.038, 0.064, 0.076, 0.077, 0.134, 0.119, 0.118, 0.091, 0.075, 0.085, 0.074, 0.070], "multiplicity": 1, "smiles": "CCCOC[C@](CC(=O)Cl)(C[C@H](C)O)O[C@@H](CCC(N)=O)[C@@H](O[C@@H](CC=O)OCCOCC)B(O)OCC.COC[C@@H](C)N.COC[C@@H](C)N"}



{"formula": "C29H44NOS", "method": "wB97M-V/def2-TZVPD", "species": ["C", "O", "C", "C", "C", "C", "C", "C", "C", "C", "C", "C", "N", "S", "H", "H", "H", "H", "H", "H", "H", "H", "H", "H", "H", "H", "H", "H", "H", "H", "H", "H", "H", "H", "H", "H", "H", "H", "H", "H", "C", "C", "C", "C", "C", "C", "H", "H", "H", "H", "H", "H", "C", "C", "C", "C", "C", "C", "H", "H", "H", "H", "H", "H", "C", "C", "C", "C", "C", "C", "H", "H", "H", "H", "H", "H"], "xyz": [[2.12984, -0.15717, -0.16714], [2.60115, -0.09456, -1.56014], [3.92594, 0.56446, -1.66086], [4.24179, 0.91390, -3.23082], [3.50744, 2.26079, -3.80790], [3.14726, 3.39583, -2.68141], [1.58752, 3.31153, -2.12033], [0.63635, 4.02933, -3.25477], [-0.90324, 3.45613, -3.31349], [-1.00785, 1.81047, -3.36122], [-2.55412, 1.24756, -3.55093], [-2.52054, -0.34190, -3.06648], [-2.00932, -1.20652, -4.23609], [-0.29457, -1.55959, -4.13186], [2.94766, -0.44096, 0.62108], [1.56569, 0.85332, 0.05802], [1.29794, -1.01144, -0.12406], [4.71690, -0.27064, -1.34018], [4.08115, 1.45097, -0.91116], [5.41493, 0.90132, -3.44828], [3.81445, -0.00203, -3.86644], [2.58190, 1.96586, -4.48670], [4.28679, 2.76978, -4.55489], [3.21886, 4.45453, -3.22880], [3.95450, 3.42156, -1.83456], [1.36101, 2.17874, -1.93361], [1.58922, 3.84210, -1.07633], [1.13572, 4.04013, -4.33684], [0.54482, 5.18216, -2.95853], [-1.36301, 3.84994, -4.34042], [-1.60571, 3.85254, -2.46070], [-0.24226, 1.33040, -4.13032], [-0.66043, 1.41228, -2.29291], [-2.87183, 1.39147, -4.66859], [-3.30764, 1.78125, -2.80281], [-3.57792, -0.71169, -2.69624], [-1.78332, -0.52328, -2.15198], [-2.16730, -0.63229, -5.09304], [-2.52634, -2.12071, -4.31332], [0.06327, -1.94458, -2.81471], [1.35716, 1.29450, 3.80191], [2.59181, 1.58609, 3.22279], [3.75632, 1.51079, 3.98636], [3.68706, 1.13390, 5.32788], [2.45275, 0.83867, 5.90597], [1.28722, 0.92301, 5.14479], [0.44945, 1.35661, 3.20740], [2.64642, 1.87309, 2.17563], [4.71746, 1.74456, 3.53660], [4.59500, 1.07041, 5.92180], [2.39913, 0.54339, 6.95100], [0.32522, 0.69828, 5.59695], [-8.12915, -3.05260, -0.78520], [-8.26416, -1.94838, 0.05578], [-7.50990, -0.79840, -0.17537], [-6.62699, -0.74910, -1.25452], [-6.49480, -1.85203, -2.09771], [-7.24224, -3.00539, -1.86103], [-8.71463, -3.94990, -0.60272], [-8.95722, -1.98440, 0.89258], [-7.61038, 0.05938, 0.48405], [-6.04272, 0.14877, -1.43771], [-5.80790, -1.81285, -2.93960], [-7.13492, -3.86642, -2.51487], [2.60547, -3.60557, 4.53319], [2.25897, -4.91449, 4.86700], [1.60060, -5.17778, 6.06785], [1.27964, -4.12982, 6.93114], [1.62283, -2.82045, 6.59550], [2.28950, -2.55826, 5.39894], [3.12161, -3.40117, 3.59881], [2.50299, -5.73023, 4.19105], [1.33673, -6.19854, 6.33078], [0.76221, -4.33424, 7.86473], [1.37118, -2.00370, 7.26763], [2.56161, -1.53871, 5.14038]], "lowdin_charge": [-0.128, -0.300, -0.219, -0.170, -0.210, -0.216, -0.197, -0.206, -0.208, -0.235, -0.155, -0.191, -0.331, 0.840, 0.108, 0.091, 0.100, 0.139, 0.123, 0.128, 0.118, 0.107, 0.118, 0.117, 0.107, 0.075, 0.118, 0.124, 0.128, 0.122, 0.121, 0.100, 0.109, 0.126, 0.141, 0.128, 0.130, 0.137, 0.151, -0.044, -0.096, -0.108, -0.090, -0.089, -0.117, -0.100, 0.097, 0.082, 0.102, 0.107, 0.106, 0.106, -0.083, -0.081, -0.088, -0.109, -0.121, -0.095, 0.107, 0.108, 0.105, 0.089, 0.076, 0.101, -0.096, -0.100, -0.096, -0.094, -0.091, -0.089, 0.096, 0.099, 0.101, 0.101, 0.096, 0.073], "multiplicity": 1, "total_charge": 1}



| no. | frontier orbital gap (eV) |
| --- | --- |
| 1 | 9.24 |
| 2 | 6.82 |